119
Properties=species:S:1:pos:R:3:forces:R:3 method="wB97M-V/def2-TZVPD" total_energy_ha=-5628.05965 spin_multiplicity=3 s2=2.009 homo_ev="-9.0 / -9.0" largest_force_ev_per_a=6.022 homo_lumo_gap_ev="7.728 / 7.727"
C -1.173385 3.818498 1.555790 0.67 0.38 -0.23
C -0.880675 3.919893 -0.045184 0.18 -1.07 1.93
Br 0.359111 5.502471 -0.250247 -0.95 -0.71 -0.22
C -0.064193 2.602020 -0.460695 -0.45 -1.30 -0.38
C -0.693581 1.828434 -1.730978 -1.52 -1.31 -1.57
C -2.089758 1.162990 -1.477595 2.07 -0.35 -4.41
C -2.696219 0.397293 -2.670530 1.76 0.97 -0.09
C -1.982071 0.284753 -4.070082 0.96 1.11 2.27
C -0.569029 0.925730 -4.344848 -2.41 0.37 4.68
Si 0.321011 0.739164 -6.031417 -0.62 -0.03 -1.75
C -0.043779 -0.979954 -6.875454 0.49 -0.64 1.19
C -0.510004 2.044975 -7.213025 -0.81 0.12 0.01
C 2.226210 0.877697 -5.980799 1.28 0.03 -0.09
C 0.036465 1.727106 -3.121796 -2.38 -0.73 1.21
C 1.445768 2.507662 -3.189781 -0.82 0.16 -0.08
C 2.705526 1.606512 -2.760887 0.92 -0.14 -0.62
C 2.341371 0.092821 -2.374777 -0.60 -0.01 -0.73
S 3.953822 -0.705558 -1.815940 4.09 1.82 4.03
O 3.875751 -0.986732 -0.331018 -0.86 -0.08 -3.95
O 5.134133 0.211174 -2.092243 -3.84 -2.87 -0.52
O 4.255263 -2.151414 -2.604021 -1.18 1.42 0.95
C -2.813355 -0.525311 -5.166851 -0.83 -0.39 -1.66
O -2.981323 -0.183738 -6.360477 1.09 -0.72 3.82
C -3.552404 -1.872034 -4.663883 -0.91 -1.41 1.55
C -3.572272 -3.170243 -5.503785 -2.12 0.69 3.80
C -4.364895 -4.379148 -4.892504 0.85 3.02 1.40
O -4.382070 -5.574465 -5.681119 0.21 1.32 1.62
C -5.081620 -4.240233 -3.510669 1.41 2.16 -1.02
C -5.044806 -2.930035 -2.659136 1.86 0.13 -3.36
N -5.749123 -2.838171 -1.370865 0.45 0.11 -1.68
C -4.249995 -1.733253 -3.258391 -0.11 -2.21 -1.35
C -4.119816 -0.336060 -2.465018 -0.87 0.27 0.30
O -5.035322 0.138948 -1.742450 3.36 -1.75 -2.33
H -1.842881 2.935629 1.831385 0.72 1.17 -0.65
H -1.630339 4.795466 1.929353 0.54 -1.40 -0.50
H -0.172452 3.656644 2.107426 -1.52 0.32 -0.88
H -1.869051 4.061745 -0.591512 1.66 0.01 0.37
H 1.070845 2.764520 -0.560945 -1.94 -0.02 0.06
H -0.177647 1.858639 0.420751 0.15 1.15 -1.38
H -2.652497 1.226874 -0.490498 0.93 -0.09 -1.51
H -0.462344 -1.637610 -6.016936 0.39 0.71 -1.66
H 0.963099 -1.463793 -7.166578 -1.65 0.74 0.19
H -0.767227 -0.880764 -7.750691 1.02 -0.34 1.33
H -1.247581 2.684181 -6.590532 1.38 -0.72 -1.10
H -1.184366 1.475737 -7.961023 1.21 0.90 1.13
H 0.250485 2.676881 -7.781395 -1.14 -0.67 0.78
H 2.639168 0.518245 -6.995925 -0.75 0.52 1.46
H 2.638823 1.930096 -5.823571 -0.61 -1.36 -0.20
H 2.713644 0.207261 -5.190173 -0.71 0.85 -1.14
H 1.449696 3.427541 -2.489364 -0.40 -1.56 -1.16
H 1.536334 2.957293 -4.250906 0.11 -0.97 1.70
H 3.444707 1.565009 -3.648429 -1.17 0.03 1.57
H 3.310690 2.086363 -1.902431 -1.21 -0.79 -1.28
H 1.926893 -0.512447 -3.267351 0.78 1.00 1.35
H 1.553567 0.013199 -1.532977 1.66 0.02 -1.13
H 3.859674 -2.859354 -2.042770 0.30 0.59 -0.31
H -3.062704 -3.226961 -6.522604 -0.87 0.06 1.69
H -3.647453 -6.171328 -5.416651 -0.66 0.70 -0.03
H -5.687430 -5.103292 -3.075803 1.03 1.26 -0.81
H -6.335236 -1.983685 -1.386201 0.79 -0.68 0.23
H -5.102697 -2.817524 -0.570468 -0.31 0.09 -0.56
C 3.940099 1.967915 6.823902 -0.08 -0.09 0.34
C 3.432534 2.979715 5.765224 1.83 -0.91 0.46
C 3.755251 4.418297 6.225963 -0.36 0.22 0.02
C 2.862104 4.902234 7.363991 0.00 -0.04 0.05
C 1.388717 4.729751 7.013240 0.31 0.10 -0.28
C 1.030110 3.298536 6.551634 -1.34 -0.51 1.58
N 1.971935 2.770395 5.518407 -0.45 3.38 -2.66
O 1.662344 3.370497 4.337373 0.37 -1.64 1.80
C 1.004490 2.346946 7.771162 0.26 -0.08 0.21
C -0.443189 3.302488 6.065293 0.33 0.08 -0.69
C 4.292004 2.665166 4.512340 -0.63 0.25 -0.38
H 5.004700 1.751924 6.694075 -0.15 0.18 -0.18
H 3.844359 2.331811 7.847611 -0.13 -0.05 -0.06
H 3.416515 1.010972 6.744083 -0.02 0.14 0.00
H 3.647654 5.112842 5.384407 -0.08 -0.20 -0.07
H 4.802097 4.483890 6.542201 -0.06 -0.25 -0.13
H 3.095891 4.372196 8.292541 0.00 -0.02 -0.04
H 3.065061 5.959611 7.560617 0.00 -0.09 0.01
H 0.779066 5.006703 7.879555 -0.09 -0.24 -0.11
H 1.135940 5.446702 6.222999 -0.02 -0.20 -0.09
H 0.862760 1.308899 7.455473 0.06 0.12 -0.04
H 0.177196 2.595338 8.442857 0.02 0.11 -0.25
H 1.900667 2.397731 8.386519 0.04 -0.05 -0.11
H -0.621367 4.031669 5.270628 0.19 -0.17 -0.01
H -1.121580 3.567000 6.881461 0.33 -0.07 0.10
H -0.739073 2.314950 5.697961 0.09 0.08 0.01
H 4.105246 1.649163 4.152388 -0.04 0.09 0.04
H 5.357969 2.744196 4.744972 -0.22 -0.01 0.28
H 4.110453 3.361294 3.689693 -0.21 -0.13 0.12
C -0.458402 -5.834301 0.397126 0.35 -0.01 0.05
C -1.573908 -4.787038 0.150020 0.35 -2.00 -0.48
C -1.393633 -4.156650 -1.248376 0.03 0.43 0.06
C -0.225111 -3.179081 -1.323484 0.05 0.02 0.01
C -0.323771 -2.124541 -0.227192 -0.38 -0.18 -0.23
C -0.500147 -2.720779 1.186947 1.86 0.68 0.91
N -1.567299 -3.766339 1.244156 -3.12 2.51 -1.81
O -2.769189 -3.127102 1.220111 1.99 -1.34 0.57
C 0.842147 -3.315176 1.675310 0.18 -0.22 -0.12
C -0.757847 -1.553014 2.175413 -0.71 -0.17 -0.14
C -2.876051 -5.630797 0.139619 -0.30 0.66 0.27
H -0.708920 -6.800405 -0.051196 -0.18 0.23 -0.02
H 0.499677 -5.554307 -0.042400 -0.03 0.07 0.14
H -0.311529 -6.015894 1.465588 -0.02 0.10 -0.10
H -2.307541 -3.624031 -1.538626 -0.03 -0.05 0.16
H -1.249199 -4.942777 -1.997785 -0.10 -0.11 0.24
H 0.730180 -3.709734 -1.254701 -0.02 -0.04 0.05
H -0.226930 -2.685464 -2.301259 -0.01 -0.03 0.03
H 0.570127 -1.492035 -0.258078 -0.03 -0.08 0.32
H -1.169643 -1.465798 -0.458378 -0.06 -0.09 0.14
H 0.714936 -3.841319 2.626275 -0.07 0.02 -0.12
H 1.581808 -2.525830 1.840042 -0.25 0.05 -0.07
H 1.303667 -3.998968 0.965416 -0.10 -0.06 0.04
H -1.620635 -0.944493 1.891133 -0.03 -0.25 0.02
H 0.099235 -0.873818 2.207074 0.08 -0.30 -0.16
H -0.920365 -1.925741 3.191266 -0.03 -0.01 -0.13
H -3.043345 -6.107453 1.109916 0.03 0.10 -0.05
H -2.817945 -6.422179 -0.613460 0.30 0.16 0.07
H -3.760777 -5.040128 -0.111549 0.15 0.06 0.18



21
Properties=species:S:1:pos:R:3:forces:R:3 method="wB97M-V/def2-TZVPD" total_energy_ha=-926.72957 e_above_lowest_kj_mol=339.9 homo_ev=-8.3 largest_force_ev_per_a=4.318 homo_lumo_gap_ev=8.643
H -0.241318 3.342181 -1.918037 0.31 -0.02 0.57
N -0.273747 2.421895 -1.485144 -0.65 0.99 -1.20
C 0.683156 1.742249 -1.193281 -1.03 -4.07 1.01
S 2.325549 1.789406 -0.755811 0.94 0.38 0.24
C 2.884266 0.088713 -0.358312 0.02 1.73 3.46
N 0.165669 0.026804 -0.976624 0.72 3.85 0.16
C 0.120919 -0.583633 -2.124296 1.01 -0.19 0.63
N 0.450666 -1.181793 -3.040696 -0.21 -0.86 -2.06
C -0.616647 -0.335419 0.081412 -0.93 -0.26 0.50
C -0.782743 0.471459 1.218447 -1.28 -0.80 -0.99
C -1.805201 0.060351 2.092891 0.11 -1.06 1.72
C -2.232117 -1.301939 2.048899 0.55 0.30 -0.45
N -1.856664 -2.099550 1.054807 -1.36 0.16 0.43
C -1.271872 -1.558790 0.020554 0.60 -2.24 -1.11
H 3.529204 -0.187197 -1.095337 1.80 -0.89 -1.98
H 2.086737 -0.581923 -0.250393 -1.09 -0.72 -0.12
H 3.410310 0.101526 0.669290 -0.68 0.35 -1.71
H -0.235849 1.400108 1.149476 -0.37 0.34 0.79
H -2.194938 0.626729 2.965641 0.66 -0.03 -0.88
H -2.866489 -1.907438 2.708622 0.14 1.32 0.54
H -1.278893 -2.333738 -0.812108 0.72 1.73 0.46



32
Properties=species:S:1:pos:R:3:forces:R:3 method="wB97M-V/def2-TZVPD" total_energy_ha=-2324.80288 total_charge=+2 e_above_lowest_kj_mol=0.0 homo_ev=-14.5 largest_force_ev_per_a=6.852 homo_lumo_gap_ev=6.247
I 2.121553 -4.410838 -1.921812 -1.19 0.04 0.34
I -0.572081 -4.563837 -1.246320 1.18 0.29 -0.26
La 0.475222 0.047969 0.008190 2.40 0.38 -0.96
P 0.155132 0.758879 -2.810074 0.23 -0.24 -0.34
C -1.484101 0.943096 -3.593988 0.36 -0.03 0.18
C 1.062505 2.333223 -3.076997 -0.24 -0.29 0.25
H 2.073642 -0.638748 -3.309252 -0.36 0.15 -0.35
H 1.132684 -0.153287 -4.796439 0.13 -0.46 0.20
H 0.539617 -1.476819 -3.671829 0.19 0.36 -0.30
C 1.073236 -0.514735 -3.759114 -0.19 0.23 0.23
H 2.061310 2.250985 -2.613892 -0.38 0.04 -0.38
H 1.126348 2.488475 -4.163096 0.11 0.25 0.35
H -1.297384 1.200947 -4.650762 -0.58 -0.09 0.38
H -2.032080 1.737277 -3.049595 0.17 -0.31 -0.57
H 0.505495 3.146401 -2.579761 0.25 -0.18 -0.42
H -2.023024 -0.017271 -3.475414 0.18 0.53 -0.35
C -2.062311 0.156122 -0.380073 -6.84 -0.09 0.35
O -3.214635 0.128495 -0.279012 4.84 0.15 -0.62
Cl 3.023847 0.301556 -0.625805 -0.77 0.19 0.07
C -0.437298 -1.990898 4.490517 -0.26 -0.62 0.55
N -0.285547 -0.628236 4.010358 0.17 0.19 -0.50
C -0.747418 0.530699 4.609577 -0.74 -0.80 1.46
C -0.398884 1.570294 3.857001 0.01 1.43 -0.59
N 0.276852 1.034629 2.753743 0.26 -0.48 -0.68
C 0.365947 -0.346424 2.874401 -0.16 0.18 0.88
S 1.120617 -1.596384 1.949938 0.23 -0.49 0.95
H -0.966990 -2.607709 3.759951 0.03 0.23 0.03
H 0.534057 -2.455292 4.677149 -0.07 0.24 -0.02
H -1.006380 -1.971773 5.419377 0.06 0.04 -0.09
H -1.307871 0.477480 5.557744 0.50 0.17 -0.74
H -0.558479 2.659718 3.982303 0.15 -1.09 -0.14
H 0.746414 1.606020 2.053001 0.32 0.09 1.07



35
Properties=species:S:1:pos:R:3:forces:R:3 method="wB97M-V/def2-TZVPD" total_energy_ha=-974.20515 e_above_lowest_kj_mol=0.0 smiles="O=C(c1ccccc1)c1cccc(NC(=O)c2ccco2)c1" homo_ev=-8.7 largest_force_ev_per_a=0.995 homo_lumo_gap_ev=8.815
O 4.017414 1.419076 0.898460 -0.16 -0.09 -0.07
C 3.067924 0.854829 0.392049 0.13 0.09 0.05
C 3.104084 -0.589658 0.056454 0.24 -0.41 -0.01
C 3.878608 -1.435638 0.848290 -0.08 0.14 -0.01
C 3.944501 -2.786822 0.568918 0.05 -0.04 0.04
C 3.254547 -3.302783 -0.516491 -0.02 -0.01 -0.05
C 2.505725 -2.463279 -1.325528 -0.01 -0.11 -0.08
C 2.425546 -1.112634 -1.042651 0.10 0.11 0.10
C 1.809251 1.587785 0.083691 -0.29 0.58 -0.03
C 1.887323 2.941510 -0.233635 0.13 -0.15 0.01
C 0.732940 3.653493 -0.500817 -0.01 -0.02 0.02
C -0.498337 3.028157 -0.440577 -0.02 -0.17 0.04
C -0.588061 1.676179 -0.107306 0.32 0.12 -0.01
N -1.860286 1.101450 -0.050549 -0.38 0.17 0.00
C -2.191494 -0.218281 0.110008 0.00 -0.04 -0.03
O -1.394798 -1.122611 0.235570 -0.02 -0.04 0.00
C -3.652200 -0.443697 0.112521 -0.59 0.71 -0.03
C -4.739417 0.399248 0.057191 0.77 -0.40 0.03
C -5.880729 -0.425422 0.109915 0.01 -0.60 0.03
C -5.409290 -1.704036 0.192857 -0.83 0.55 -0.04
O -4.078881 -1.719736 0.195774 0.62 -0.24 0.02
C 0.571839 0.957005 0.158435 0.10 -0.07 0.07
H 4.412733 -1.014013 1.686931 0.05 0.04 0.05
H 4.535115 -3.439305 1.194998 0.04 -0.05 0.05
H 3.304847 -4.359210 -0.735879 0.00 -0.08 -0.02
H 1.978446 -2.864367 -2.178210 -0.04 -0.03 -0.07
H 1.854471 -0.459551 -1.685694 -0.08 0.02 -0.02
H 2.856425 3.414730 -0.269974 0.08 0.04 0.01
H 0.788579 4.701487 -0.754413 0.00 0.08 -0.03
H -1.400109 3.588295 -0.646958 -0.09 0.06 -0.04
H -2.620816 1.749727 -0.193085 0.08 -0.18 0.03
H -4.744871 1.469211 -0.005436 0.08 0.21 0.00
H -6.904178 -0.112565 0.089488 -0.23 -0.01 0.00
H -5.915788 -2.647328 0.252226 0.05 -0.17 0.01
H 0.502086 -0.081130 0.436508 -0.02 0.00 -0.03



20
Properties=species:S:1:pos:R:3:forces:R:3 method="wB97M-V/def2-TZVPD" total_energy_ha=-3374.56074 e_above_lowest_kj_mol=238.8 smiles="C=CN(Br)C(=S)c1ccccc1" homo_ev=-8.2 largest_force_ev_per_a=4.967 homo_lumo_gap_ev=7.314
C -4.053402 -0.585175 -0.719847 -3.05 0.22 1.56
C -2.732871 -0.714002 -0.789382 -2.46 -2.20 -3.06
N -1.751267 0.022267 -0.281738 4.50 -0.78 1.96
Br -2.017960 1.537992 0.790326 -0.44 -0.51 -0.16
C -0.545283 -0.993329 0.486957 -1.18 3.61 -1.79
S -0.988152 -2.387763 0.993249 -0.26 -1.52 0.65
C 0.734343 -0.262896 0.422114 0.45 0.60 -0.91
C 1.800194 -0.513846 1.360283 0.47 2.46 -3.64
C 3.003617 0.182992 1.162030 -0.14 -0.13 -0.35
C 3.150407 1.105738 0.102142 0.25 0.38 1.75
C 2.156734 1.332292 -0.837896 -1.33 -1.29 0.24
C 0.919557 0.632901 -0.705523 0.58 0.11 -0.08
H -4.864894 -1.233117 -1.229248 2.07 1.02 0.48
H -4.558999 0.101138 0.051251 1.09 -0.81 -1.24
H -2.421100 -1.463238 -1.624541 0.12 1.17 1.76
H 1.785766 -1.276481 2.037224 -0.62 -1.76 1.91
H 3.939282 0.024979 1.756470 -1.33 -0.01 -0.19
H 4.029957 1.729130 0.317158 -0.16 -0.15 -1.32
H 2.257411 1.937248 -1.730579 0.30 0.29 0.32
H 0.156660 0.823166 -1.560448 1.16 -0.71 2.11



21
Properties=species:S:1:pos:R:3:forces:R:3 method="wB97M-V/def2-TZVPD" total_energy_ha=-912.85053 e_above_lowest_kj_mol=94.5 homo_ev=-9.3 largest_force_ev_per_a=4.437 homo_lumo_gap_ev=10.099
C 2.170693 1.519680 0.096862 0.92 -3.60 2.43
C 1.179896 0.655590 -2.555026 -0.18 -0.01 0.13
C -0.860706 -0.087655 -1.659918 -0.80 -1.24 1.60
C 0.793081 0.853337 -0.029346 -1.13 1.23 -1.32
N 0.498410 0.270375 -1.299711 0.20 1.04 0.22
O -2.644389 -1.687570 1.327017 0.79 0.55 1.35
O -0.696196 -2.504407 2.805764 -1.46 0.16 1.01
O -2.577613 -1.191587 3.841987 1.09 -0.54 -1.27
O 0.012144 0.916094 0.936188 1.35 -0.75 -2.16
S -1.733132 -1.204323 2.367708 0.34 -2.36 0.34
H 2.656234 0.662046 0.772174 -0.48 1.74 -1.27
H 2.131580 2.325182 0.784312 -0.39 0.89 0.44
H 2.908979 1.709574 -0.665154 -0.44 -0.06 -0.59
H 1.264565 -0.269173 -3.183715 0.09 0.85 0.49
H 0.540196 1.413365 -3.162390 1.20 -0.97 1.11
H 2.174094 1.023515 -2.272435 -0.41 0.03 -0.80
H -1.302326 -0.499553 -0.649112 0.05 1.01 -2.36
H -1.361851 0.824983 -2.130454 0.15 -1.27 0.87
H -0.827454 -0.928366 -2.436899 -0.13 1.13 1.14
H -3.313641 -0.638614 3.590437 -0.90 0.41 0.26
H -1.012564 -3.162495 3.521710 0.15 1.75 -1.62